w) Below is the ion C5H8N with charge +1, with properties calculated with ωB97M-V/def2-TZVPD.

Results
E_LUMO (eV): -5.16
SMILES: C/C=C1C=[N+]/1C
Orbital gap (Eh): 0.3374
Total charge: +1

Last column: Mulliken charge in e.
Element x y z (Å)
C -2.07 0.29 0.25  -0.977
C -1.40 -0.99 -0.11  -0.088
C -0.10 -1.03 0.00  0.047
C 1.30 -1.36 -0.13  0.039
N 1.12 -0.14 0.06  0.064
C 1.79 1.06 -0.11  -0.693
H -2.34 0.20 1.28  0.301
H -2.98 0.42 -0.22  0.366
H -1.44 1.24 0.01  0.245
H -2.03 -1.84 -0.14  0.367
H 2.17 -2.10 -0.27  0.366
H 2.04 1.45 0.86  0.343
H 1.23 1.86 -0.69  0.304
H 2.71 0.94 -0.79  0.316



x) Below is a structure of composition C5H8N, with properties calculated with ωB97M-V/def2-TZVPD.

Results
E_LUMO (eV): -5.28
Orbital gap (Eh): 0.3442
Total charge: +1

Last column: Mulliken charge in e.
Element x y z (Å)
C -2.19 0.78 -0.31  -0.119
C -1.21 1.42 0.27  -0.339
C -0.66 0.42 -0.59  -0.367
C -1.41 -0.57 0.04  0.526
C 1.79 1.54 -0.54  -0.939
N -1.41 -1.59 0.82  -0.365
H -3.10 1.03 -0.89  0.362
H -0.15 0.61 -1.52  0.509
H 2.94 1.57 -0.18  0.301
H 1.60 2.59 -0.95  0.286
H 2.03 0.73 -1.34  0.237
H 0.87 1.41 0.12  0.257
H -0.43 -1.99 1.11  0.339
H -2.27 -1.74 1.36  0.312



y) Below is the ion C5H8N with charge +1, with properties calculated with ωB97M-V/def2-TZVPD.

Results
E_LUMO (eV): -3.87
SMILES: C[C@@H]1[C@H]2[C@@H]3C[N@@+]213
Orbital gap (Eh): 0.4669
Total charge: +1

Last column: Mulliken charge in e.
Element x y z (Å)
C 1.97 -0.20 -0.13  -1.162
C 0.58 0.20 -0.54  0.363
C -0.37 1.03 0.22  -0.133
C -1.61 0.56 -0.53  -0.245
C -2.19 -0.38 0.46  -0.174
N -0.69 -0.33 0.20  -0.105
H 2.59 0.05 -0.96  0.375
H 1.98 -1.24 0.17  0.328
H 2.09 0.39 0.86  0.289
H 0.49 0.18 -1.60  0.341
H -0.15 1.58 1.13  0.309
H -1.67 0.35 -1.51  0.277
H -2.39 -0.11 1.51  0.274
H -2.65 -1.18 -0.04  0.263



Q: Which of them is the least stable? A: x).



w) Below is a cluster of 2 separate species, C6H14N2 in total, with properties calculated with ωB97M-V/def2-TZVPD.

Results
E_LUMO (eV): 0.84
SMILES: C/C=C/C.C/N=C\N
Orbital gap (Eh): 0.3615

Last column: Mulliken charge in e.
Element x y z (Å)
C 0.79 0.85 2.44  -0.881
C 0.35 -0.58 2.65  -0.062
C -0.19 -1.40 1.71  0.108
C -0.54 -2.83 1.95  -1.202
H 0.66 1.17 1.42  0.182
H 0.24 1.56 3.07  0.273
H 1.87 0.95 2.76  0.264
H 0.73 -1.09 3.57  0.204
H -0.49 -1.10 0.69  0.201
H -0.47 -3.04 3.01  0.330
H -1.59 -3.07 1.71  0.294
H 0.11 -3.50 1.38  0.279
C 1.36 0.80 -2.62  -0.754
N 0.55 1.50 -1.64  -0.365
C -0.72 1.36 -1.68  0.081
N -1.47 0.53 -2.59  -0.658
H 1.48 -0.27 -2.40  0.250
H 2.36 1.33 -2.62  0.246
H 0.89 0.84 -3.58  0.330
H -1.38 1.82 -0.96  0.370
H -2.03 -0.14 -2.05  0.255
H -2.21 1.11 -3.04  0.254



x) Below is a structure of composition C6H14N2, with properties calculated with ωB97M-V/def2-TZVPD.

Results
E_LUMO (spin up / spin down) (eV): -0.01 / -0.01
Orbital gap (spin up / spin down) (Eh): 0.2933 / 0.2936

Last column: Mulliken charge in e.
Element x y z (Å)
C 0.50 -1.09 -0.18  0.383
C 0.28 -2.57 0.15  -1.530
N 1.78 -0.58 0.34  -0.529
C -0.63 -0.24 0.36  -0.153
C -1.86 -0.16 -0.30  -0.932
H 0.53 -0.99 -1.27  0.172
H 1.68 -0.23 1.28  0.246
H 2.50 -1.29 0.32  0.255
H -0.69 -0.32 1.44  0.309
H 1.10 -3.18 -0.22  0.412
H 0.22 -2.71 1.24  0.356
H -0.65 -2.94 -0.29  0.375
H -2.78 -0.02 0.24  0.343
H -1.93 -0.30 -1.37  0.310
C 0.48 1.93 -1.01  -1.098
C -0.41 1.72 0.21  0.337
N -0.06 2.13 1.40  -0.826
H -0.63 2.92 1.71  0.232
H -1.48 1.94 -0.16  0.401
H 1.45 1.49 -0.81  0.303
H 0.59 3.00 -1.19  0.374
H 0.03 1.48 -1.89  0.259



Q: Which of them is the least stable? A: x).



w) Below is a structure of composition C6H14N2, with properties calculated with ωB97M-V/def2-TZVPD.

Results
E_LUMO (spin up / spin down) (eV): 0.16 / 0.16
Orbital gap (spin up / spin down) (Eh): 0.2984 / 0.2984

Last column: Mulliken charge in e.
Element x y z (Å)
C 1.08 0.87 0.47  -0.197
C 1.09 0.39 -0.89  -0.882
C -0.57 -1.08 -0.89  -0.689
C -1.52 1.06 0.41  -1.424
C 0.22 -2.38 -0.85  -1.177
C -0.39 0.10 0.74  1.102
N 1.14 2.29 0.70  -0.631
N -0.44 -0.75 1.73  -0.888
H 1.79 0.36 1.11  0.407
H 0.57 2.81 0.05  0.275
H 0.84 2.51 1.64  0.290
H 0.26 -0.57 2.44  0.240
H 1.77 -0.40 -1.17  0.344
H 0.71 1.03 -1.67  0.331
H -0.75 -0.71 -1.89  0.371
H -1.56 -1.28 -0.48  0.445
H -1.43 1.50 -0.58  0.283
H -1.53 1.87 1.15  0.392
H -2.47 0.52 0.47  0.407
H 0.52 -2.58 0.18  0.294
H 1.10 -2.36 -1.49  0.355
H -0.41 -3.21 -1.19  0.352



x) Below is a cluster of 2 separate species, C6H14N2 in total, with properties calculated with ωB97M-V/def2-TZVPD.

Results
E_LUMO (eV): 0.89
SMILES: C=CN1CC1(C)C.N
Orbital gap (Eh): 0.3376

Last column: Mulliken charge in e.
Element x y z (Å)
C -0.97 1.95 0.76  -0.727
C -0.52 1.61 -0.44  -0.145
N -0.01 0.37 -0.76  -0.119
C 1.17 0.11 -1.55  -0.793
C 1.09 -0.30 -0.12  1.325
C 0.86 -1.76 0.22  -1.555
C 1.95 0.45 0.88  -1.619
H -1.45 2.89 0.93  0.289
H -0.89 1.28 1.60  0.221
H -0.63 2.28 -1.29  0.313
H 1.05 -0.63 -2.33  0.256
H 1.81 0.95 -1.82  0.315
H 0.16 -2.20 -0.48  0.391
H 1.80 -2.31 0.19  0.357
H 0.44 -1.85 1.22  0.314
H 1.98 1.51 0.64  0.401
H 1.56 0.33 1.89  0.338
H 2.97 0.06 0.85  0.418
N -3.33 -1.05 -0.10  -0.728
H -2.99 -1.18 0.85  0.238
H -3.44 -1.97 -0.51  0.218
H -2.61 -0.55 -0.61  0.293



Q: Which of them is the least stable? A: w).



w) Below is the molecule C6H14N2, with properties calculated with ωB97M-V/def2-TZVPD.

Results
E_LUMO (eV): 0.91
SMILES: C/C(N)=C/CCCN
Orbital gap (Eh): 0.3281

Last column: Mulliken charge in e.
Element x y z (Å)
C 2.91 0.19 -1.62  -1.104
C 1.49 0.41 -1.41  0.263
N 0.89 0.98 -2.52  -0.658
C 0.80 0.12 -0.22  -0.340
C -0.65 -0.08 0.00  -0.439
C -1.12 -1.23 0.91  -0.663
C -1.51 -0.54 2.26  -0.455
N -2.73 0.28 2.24  -0.556
H 3.54 -0.48 -0.88  0.268
H 2.92 -0.28 -2.57  0.382
H 3.62 1.13 -1.67  0.228
H 1.04 2.02 -2.57  0.255
H -0.16 0.95 -2.58  0.259
H 1.31 -0.25 0.64  0.371
H -1.08 0.91 0.05  0.393
H -0.99 -0.40 -1.02  0.203
H -0.17 -1.91 1.11  0.307
H -1.96 -1.88 0.43  0.302
H -0.58 0.03 2.64  0.261
H -1.77 -1.43 2.88  0.274
H -3.19 0.23 1.38  0.219
H -2.60 1.23 2.53  0.231



x) Below is the molecule C6H14N2, with properties calculated with ωB97M-V/def2-TZVPD.

Results
E_LUMO (eV): 0.96
SMILES: C/C(=C\N)C[C@H](C)N
Orbital gap (Eh): 0.3260

Last column: Mulliken charge in e.
Element x y z (Å)
C -1.53 0.93 -1.33  -1.748
C -0.64 -0.18 -0.77  0.756
C -1.06 -1.43 -0.63  -0.299
N -2.40 -1.87 -0.59  -0.566
C 0.80 0.21 -0.54  -1.149
C 1.00 0.64 0.96  0.539
C 2.43 1.06 1.18  -1.465
N 0.52 -0.32 1.92  -0.611
H -0.90 1.76 -1.65  0.383
H -2.22 0.48 -2.04  0.450
H -2.18 1.33 -0.53  0.304
H -0.35 -2.24 -0.52  0.366
H -2.52 -2.78 -1.01  0.242
H -3.06 -1.25 -1.04  0.241
H 1.14 0.93 -1.29  0.405
H 1.47 -0.63 -0.79  0.383
H 0.30 1.49 0.98  0.197
H 2.56 2.10 0.89  0.353
H 2.68 0.94 2.23  0.418
H 3.21 0.52 0.65  0.342
H -0.43 -0.63 1.83  0.261
H 1.18 -1.06 2.08  0.199



Q: Which of them is the least stable? A: w).



w) Below is the molecule C6H14N2, with properties calculated with ωB97M-V/def2-TZVPD.

Results
E_LUMO (eV): 1.10
SMILES: C=CC[C@H](N)CNC
Orbital gap (Eh): 0.3591

Last column: Mulliken charge in e.
Element x y z (Å)
C -2.04 2.67 1.17  -0.708
C -1.87 1.39 0.90  -0.238
C -0.73 0.88 0.06  -0.714
C -0.08 -0.38 0.65  0.474
N 0.29 -0.09 2.02  -0.512
C 1.14 -0.92 -0.10  -0.760
N 1.11 -0.73 -1.56  -0.315
C 1.47 -1.90 -2.32  -1.015
H -2.90 3.00 1.75  0.275
H -1.36 3.42 0.81  0.264
H -2.57 0.64 1.25  0.289
H -1.10 0.69 -0.96  0.339
H 0.03 1.67 -0.07  0.324
H -0.88 -1.12 0.69  0.080
H 0.10 0.80 2.46  0.175
H 1.11 -0.54 2.38  0.183
H 2.04 -0.44 0.28  0.296
H 1.22 -1.99 0.11  0.326
H 0.20 -0.42 -1.87  0.208
H 2.51 -2.20 -2.09  0.330
H 1.49 -1.65 -3.38  0.343
H 0.83 -2.77 -2.18  0.355



x) Below is a cluster of 3 separate species, C6H14N2 in total, with properties calculated with ωB97M-V/def2-TZVPD.

Results
E_LUMO (spin up / spin down) (eV): 0.59 / 0.55
Orbital gap (spin up / spin down) (Eh): 0.2772 / 0.2208

Last column: Mulliken charge in e.
Element x y z (Å)
C -0.58 -0.56 -0.05  1.277
C 0.63 0.03 -0.42  0.489
C -1.83 -0.34 -0.86  -1.556
C -0.76 -1.16 1.32  -1.556
C 0.85 0.63 -1.77  -1.642
C 1.84 -0.06 0.47  -1.465
N -0.35 1.96 0.53  0.120
N -0.34 2.25 1.69  -0.562
H 0.32 -1.59 -0.85  0.204
H -0.09 1.44 2.37  0.166
H -1.95 0.71 -1.11  0.343
H -2.72 -0.64 -0.31  0.451
H -1.79 -0.91 -1.79  0.349
H -1.06 -0.37 2.01  0.303
H -1.54 -1.91 1.31  0.491
H 0.16 -1.61 1.70  0.319
H 1.77 0.24 -2.22  0.485
H 1.60 0.28 1.48  0.275
H 0.97 1.70 -1.64  0.390
H 0.03 0.47 -2.47  0.338
H 2.65 0.56 0.08  0.429
H 2.20 -1.09 0.54  0.351



Q: Which of them is the least stable? A: x).



w) Below is the molecule C6H14N2, with properties calculated with ωB97M-V/def2-TZVPD.

Results
E_LUMO (eV): 1.14
SMILES: CN/C=C/C[C@H](C)N
Orbital gap (Eh): 0.3124

Last column: Mulliken charge in e.
Element x y z (Å)
C 1.01 -3.35 1.48  -0.790
N 1.59 -2.10 0.87  -0.226
C 0.72 -1.05 0.67  0.157
C 0.99 0.16 0.10  -0.417
C -0.06 1.20 0.28  -1.406
C -1.24 1.22 -0.72  0.593
C -0.58 1.54 -2.09  -1.251
N -2.16 2.32 -0.37  -0.680
H -0.04 -3.07 1.67  0.277
H 1.55 -3.53 2.37  0.278
H 1.04 -4.11 0.81  0.310
H 2.52 -2.26 0.62  0.175
H -0.39 -1.28 0.90  0.017
H 2.04 0.45 -0.24  0.229
H -0.60 1.04 1.23  0.387
H 0.41 2.10 0.23  0.712
H -1.83 0.20 -0.79  0.166
H -1.22 2.19 -2.78  0.364
H -0.39 0.67 -2.65  0.318
H 0.34 2.08 -1.91  0.297
H -2.89 2.53 -1.11  0.251
H -1.60 3.15 -0.17  0.237



x) Below is a cluster of 3 separate species, C6H14N2 in total, with properties calculated with ωB97M-V/def2-TZVPD.

Results
E_LUMO (eV): 0.90
SMILES: C=C=N.C=NC.CC
Orbital gap (Eh): 0.3670

Last column: Mulliken charge in e.
Element x y z (Å)
C -2.52 1.00 -1.71  -1.043
C -1.24 1.09 -1.55  0.616
N -0.02 1.23 -1.59  -0.430
H -2.97 1.15 -2.67  0.281
H -3.17 0.73 -0.89  0.293
H 0.42 2.13 -1.45  0.270
C -1.15 -1.24 -0.20  -0.695
N -0.52 -0.72 0.76  -0.059
C -1.20 -0.20 1.90  -1.004
H -2.22 -1.48 -0.15  0.430
H -0.59 -1.64 -1.02  0.320
H -2.26 -0.51 1.95  0.367
H -1.15 0.89 1.87  0.280
H -0.68 -0.55 2.80  0.314
C 2.22 0.45 0.51  -0.206
C 2.60 -0.92 -0.01  -0.915
H 1.20 0.70 0.18  -0.256
H 2.88 1.22 0.10  0.354
H 2.29 0.49 1.60  0.253
H 3.62 -1.17 0.26  0.349
H 1.94 -1.67 0.41  0.240
H 2.51 -0.96 -1.09  0.242



y) Below is a cluster of 2 separate species, C6H14N2 in total, with properties calculated with ωB97M-V/def2-TZVPD.

Results
E_LUMO (spin up / spin down) (eV): 0.91 / 1.15
Orbital gap (spin up / spin down) (Eh): 0.2977 / 0.3352

Last column: Mulliken charge in e.
Element x y z (Å)
C 1.55 -0.02 -0.17  1.256
C 1.37 1.46 -0.71  -1.175
C 2.77 -0.76 -0.63  -1.628
C -1.77 0.91 0.95  -1.174
C -2.54 -1.27 0.03  -1.202
C -1.80 0.00 -0.21  0.240
N 0.90 -0.33 1.01  -0.347
N 0.41 -0.86 -0.23  -0.512
H 0.28 1.67 -0.87  0.159
H 2.15 1.53 -1.52  0.345
H 1.60 2.09 0.08  0.356
H 3.04 -0.64 -1.65  0.378
H 2.75 -1.79 -0.43  0.418
H 3.61 -0.39 -0.01  0.322
H -1.62 0.40 1.84  0.394
H -0.97 1.68 0.70  0.251
H -2.75 1.51 0.99  0.345
H -3.34 -1.39 -0.72  0.302
H -3.08 -1.28 0.95  0.327
H -1.94 -2.17 -0.07  0.337
H -1.83 0.61 -1.14  0.372
H 1.22 -0.96 1.81  0.235



z) Below is the molecule C6H14N2, with properties calculated with ωB97M-V/def2-TZVPD.

Results
E_LUMO (eV): 1.09
SMILES: C=CC[C@H](C)NCN
Orbital gap (Eh): 0.3595

Last column: Mulliken charge in e.
Element x y z (Å)
C -0.59 -2.90 1.54  -0.770
C 0.02 -1.76 1.25  -0.115
C 0.23 -1.14 -0.09  -0.877
C -0.77 -0.07 -0.53  0.312
C -0.66 0.19 -2.03  -1.461
N -0.58 1.33 0.03  -0.431
C 0.74 1.57 0.65  -0.403
N 1.43 2.68 0.05  -0.537
H -0.81 -3.60 0.76  0.269
H -0.77 -3.25 2.53  0.290
H 0.28 -1.09 2.05  0.212
H 0.14 -1.89 -0.89  0.445
H 1.24 -0.76 -0.19  0.422
H -1.76 -0.36 -0.20  0.375
H 0.29 0.65 -2.27  0.252
H -0.76 -0.73 -2.59  0.421
H -1.40 0.96 -2.27  0.401
H -1.31 1.57 0.69  0.309
H 0.63 1.78 1.69  0.308
H 1.41 0.72 0.57  0.215
H 2.08 2.58 -0.70  0.184
H 0.91 3.53 -0.04  0.184



Q: Which of them is the least stable? A: y).